Entry 1:
Formula: C46H59Cl2F33O22
Source: OMol25
Level of theory: ωB97M-V/def2-TZVPD

HOMO energy (spin up / spin down) (eV): 0.1 / -5.0
Kohn-Sham gap (spin up / spin down) (Ha): 0.0474 / 0.2324
<S²>: 0.75

ORCA input file:
```
! RIJCOSX wB97M-V def2-TZVPD def2/J DEFGRID3
* xyz -1 2
C -0.741 0.424 -4.446
C -1.643 1.369 -5.232
O -1.930 0.807 -6.492
C -2.840 -0.195 -6.686
O -3.436 -0.822 -5.812
C -3.093 -0.542 -8.172
F -4.326 -0.963 -8.384
F -2.680 0.489 -8.954
F -2.268 -1.599 -8.426
H -0.619 0.824 -3.439
H 0.225 0.322 -4.941
H -1.279 -0.520 -4.358
H -1.117 2.316 -5.348
H -2.586 1.562 -4.721
C 2.827 1.498 5.941
C 2.552 0.822 4.633
O 3.348 -0.360 4.412
C 2.742 -1.460 3.848
O 1.525 -1.582 3.587
C 3.603 -2.752 3.745
F 3.756 -3.015 2.435
F 4.838 -2.575 4.248
F 2.976 -3.768 4.402
H 3.903 1.455 6.114
H 2.421 0.975 6.808
H 2.382 2.479 6.103
H 2.633 1.468 3.759
H 1.497 0.566 4.528
C -1.901 -1.287 5.033
C -3.104 -0.590 4.385
O -4.023 -1.558 3.907
C -3.822 -2.120 2.632
O -2.922 -1.886 1.831
C -4.850 -3.254 2.423
F -4.139 -4.300 2.060
F -5.607 -3.470 3.487
F -5.691 -2.874 1.371
H -1.179 -0.580 5.442
H -1.466 -1.948 4.283
H -2.221 -1.975 5.816
H -2.816 0.110 3.601
H -3.653 -0.051 5.157
C -2.724 0.695 -0.954
C -1.779 0.911 0.178
O -0.475 0.575 -0.215
C 0.619 0.605 0.703
O 0.602 1.149 1.797
C 1.901 0.035 0.069
F 1.653 -0.497 -1.122
F 2.757 1.092 -0.081
F 2.384 -0.917 0.831
H -2.965 -0.367 -0.982
H -2.317 0.944 -1.934
H -3.636 1.262 -0.766
H -2.166 0.460 1.092
H -1.654 1.954 0.469
C 0.394 -3.873 1.236
C -0.707 -4.596 0.446
O -0.480 -4.495 -0.927
C -1.224 -3.698 -1.745
O -2.090 -2.886 -1.429
C -0.973 -4.015 -3.249
F 0.106 -4.640 -3.461
F -1.997 -4.839 -3.656
F -0.856 -2.932 -4.035
H 0.277 -3.982 2.314
H 0.410 -2.802 1.038
H 1.420 -4.163 1.007
H -1.705 -4.272 0.739
H -0.791 -5.639 0.753
C -5.192 -2.025 -2.930
C -5.321 -0.592 -2.570
O -5.978 -0.465 -1.328
C -7.310 -0.109 -1.256
O -8.091 -0.179 -2.160
C -7.805 0.263 0.179
F -8.704 -0.683 0.681
F -6.727 0.353 1.021
F -8.445 1.431 0.190
H -4.626 -2.226 -3.840
H -6.137 -2.543 -3.089
H -4.778 -2.547 -2.067
H -5.897 -0.029 -3.304
H -4.332 -0.136 -2.593
C 9.010 -3.548 3.880
C 8.524 -2.145 3.917
O 7.698 -2.014 2.770
C 7.073 -0.797 2.506
O 7.168 0.173 3.286
C 6.257 -0.706 1.218
F 6.891 0.094 0.370
F 6.187 -1.907 0.631
F 5.064 -0.115 1.429
H 9.530 -3.764 2.947
H 8.194 -4.263 3.981
H 9.768 -3.826 4.613
H 9.345 -1.440 3.787
H 7.993 -1.919 4.841
C 0.839 -7.493 -1.416
C 2.191 -6.926 -0.931
O 2.344 -5.557 -0.946
C 3.023 -5.033 -2.004
O 3.324 -5.684 -3.024
C 3.423 -3.575 -1.766
F 3.015 -2.816 -2.753
F 2.930 -3.095 -0.590
F 4.746 -3.480 -1.766
H 0.032 -6.970 -0.903
H 0.634 -8.534 -1.167
H 0.752 -7.367 -2.495
H 3.036 -7.436 -1.394
H 2.232 -7.231 0.114
C -5.405 3.002 4.241
C -4.628 2.989 2.927
O -3.337 3.643 2.916
C -2.224 3.086 3.569
O -2.270 2.211 4.393
C -0.915 3.861 3.297
F -0.623 3.778 1.982
F -1.066 5.144 3.682
F 0.138 3.330 3.936
H -4.767 2.562 5.008
H -6.304 2.391 4.157
H -5.616 4.013 4.589
H -5.253 3.486 2.184
H -4.433 2.005 2.501
C -6.799 5.321 -2.546
C -5.324 5.178 -3.152
O -4.418 4.700 -2.178
C -3.636 5.498 -1.540
O -3.684 6.724 -1.576
C -2.828 4.731 -0.517
F -1.762 4.241 -1.144
F -2.468 5.609 0.467
F -3.538 3.807 -0.007
H -6.874 5.980 -1.681
H -7.026 4.309 -2.211
H -7.508 5.721 -3.271
H -5.023 6.147 -3.550
H -5.245 4.471 -3.978
C 3.840 3.948 0.832
C 4.088 4.617 -0.561
O 5.175 5.454 -0.511
C 5.876 5.738 -1.650
O 5.527 5.449 -2.791
C 7.248 6.337 -1.416
F 8.137 5.766 -2.128
F 7.325 7.601 -1.820
F 7.580 6.273 -0.142
H 2.930 3.358 0.944
H 3.819 4.653 1.663
H 4.684 3.303 1.074
H 3.251 5.303 -0.692
H 4.117 3.981 -1.446
Cl 2.711 1.165 -3.657
C 4.140 0.143 -3.562
C 5.518 0.801 -3.691
Cl 5.784 1.969 -2.329
H 4.040 -0.559 -4.389
H 4.029 -0.402 -2.624
H 5.532 1.415 -4.592
H 6.350 0.103 -3.778
*
```

Atomic partial charges in e from the Mulliken method, atoms 1 to 99:
1 C -0.26
2 C -0.44
3 O -0.31
4 C 0.37
5 O -0.52
6 C 0.81
7 F -0.21
8 F -0.23
9 F -0.25
10 H -0.08
11 H 0.39
12 H 0.15
13 H 0.39
14 H 0.27
15 C -1.54
16 C 0.48
17 O -0.27
18 C 0.24
19 O -0.50
20 C 0.83
21 F -0.17
22 F -0.20
23 F -0.30
24 H 0.33
25 H 0.40
26 H 0.38
27 H 0.09
28 H 0.01
29 C -1.00
30 C 0.66
31 O -0.36
32 C 0.12
33 O 0.02
34 C 0.63
35 F -0.22
36 F -0.24
37 F -0.19
38 H 0.35
39 H 0.12
40 H 0.35
41 H -0.45
42 H 0.25
43 C -1.09
44 C 1.25
45 O 0.04
46 C -0.40
47 O -0.24
48 C 0.46
49 F 0.00
50 F 0.01
51 F 0.06
52 H 0.38
53 H -0.10
54 H 0.48
55 H -0.47
56 H -0.39
57 C -0.45
58 C -0.54
59 O -0.19
60 C 0.37
61 O -0.46
62 C 0.76
63 F -0.19
64 F -0.29
65 F -0.22
66 H 0.61
67 H -0.19
68 H 0.15
69 H 0.01
70 H 0.42
71 C -1.12
72 C 0.52
73 O -0.02
74 C 0.18
75 O -0.50
76 C 0.85
77 F -0.27
78 F -0.17
79 F -0.25
80 H 0.30
81 H 0.39
82 H 0.12
83 H 0.52
84 H -0.44
85 C -1.19
86 C -0.18
87 O -0.22
88 C -0.24
89 O -0.82
90 C 1.06
91 F -0.30
92 F -0.27
93 F -0.12
94 H 0.28
95 H 0.25
96 H 0.40
97 H 0.28
98 H 0.24
99 C -0.74

Entry 2:
Formula: C46H59FeO4
Source: OMol25
Level of theory: ωB97M-V/def2-TZVPD

HOMO energy (spin up / spin down) (eV): -3.1 / -4.1
Kohn-Sham gap (spin up / spin down) (Ha): 0.2025 / 0.2380
<S²>: 6.02

ORCA input file:
```
! RIJCOSX wB97M-V def2-TZVPD def2/J DEFGRID3
* xyz -1 5
Fe -0.486 0.001 3.215
C -3.778 0.437 4.248
O -2.717 0.135 3.316
C -2.973 0.124 1.979
C -3.045 1.358 1.314
C -2.602 2.685 1.916
C -1.276 3.157 1.320
C -1.223 4.092 0.289
C 0.008 4.613 -0.165
C 1.150 4.176 0.502
C 1.106 3.149 1.428
C 2.332 2.539 2.080
C 2.809 1.182 1.571
C 3.761 1.081 0.530
C 4.064 -0.113 -0.122
C 3.505 -1.261 0.442
C 2.739 -1.265 1.620
C 2.313 -2.566 2.247
C 1.036 -3.194 1.741
C 1.070 -4.237 0.828
C -0.083 -4.644 0.135
C -1.279 -3.999 0.447
C -1.373 -3.039 1.439
C -2.678 -2.381 1.847
C -3.027 -1.039 1.210
C -3.336 -1.008 -0.122
C -3.626 0.199 -0.799
C -3.382 1.354 -0.034
C -4.000 0.234 -2.304
C -4.156 1.654 -2.851
C -2.931 -0.557 -3.140
C -5.293 -0.602 -2.445
C -0.237 -2.716 2.146
O -0.394 -1.949 3.195
C -0.039 -5.737 -0.944
C -0.321 -5.061 -2.331
C 1.289 -6.489 -1.053
C -1.167 -6.770 -0.804
C 2.403 -0.004 2.189
O 1.632 -0.026 3.369
C 2.353 0.325 4.593
C 4.771 -0.197 -1.482
C 5.862 -1.245 -1.352
C 5.406 1.123 -1.915
C 3.792 -0.601 -2.596
C -0.140 2.755 1.958
O -0.194 1.945 2.995
C 0.063 5.447 -1.452
C -0.774 4.721 -2.550
C -0.648 6.792 -1.249
C 1.489 5.680 -1.955
H -4.517 -0.382 4.211
H -4.220 1.427 4.074
H -3.266 0.362 5.263
H -2.488 2.652 2.984
H -3.368 3.432 1.668
H -2.163 4.396 -0.176
H 2.118 4.712 0.311
H 2.166 2.523 3.158
H 3.177 3.219 1.907
H 4.239 2.013 0.229
H 3.835 -2.235 0.069
H 2.165 -2.429 3.335
H 3.117 -3.287 2.193
H 2.060 -4.640 0.631
H -2.178 -4.210 -0.070
H -2.596 -2.235 2.931
H -3.542 -3.031 1.690
H -3.340 -1.921 -0.674
H -3.424 2.357 -0.492
H -3.185 2.185 -2.811
H -4.851 2.241 -2.217
H -4.483 1.680 -3.923
H -1.989 0.070 -3.212
H -3.316 -0.669 -4.154
H -2.701 -1.551 -2.696
H -6.051 -0.325 -1.687
H -5.073 -1.658 -2.182
H -5.710 -0.476 -3.464
H 0.245 -4.131 -2.448
H -1.397 -4.828 -2.419
H -0.006 -5.669 -3.179
H 2.079 -5.790 -1.299
H 1.264 -7.267 -1.848
H 1.559 -6.989 -0.098
H -2.176 -6.313 -0.712
H -1.058 -7.470 0.035
H -1.184 -7.351 -1.714
H 2.276 1.367 4.895
H 3.422 0.109 4.537
H 1.950 -0.313 5.391
H 6.613 -0.993 -0.607
H 6.416 -1.291 -2.331
H 5.472 -2.278 -1.155
H 6.169 1.495 -1.243
H 4.635 1.883 -2.091
H 5.855 0.937 -2.925
H 3.169 -1.460 -2.289
H 4.248 -0.823 -3.582
H 3.066 0.239 -2.804
H -1.864 4.941 -2.391
H -0.732 3.612 -2.487
H -0.533 5.146 -3.561
H -1.617 6.686 -0.754
H -0.897 7.238 -2.232
H -0.111 7.560 -0.687
H 2.114 4.733 -1.937
H 1.939 6.445 -1.288
H 1.462 5.993 -3.014
H -0.566 0.104 4.897
*
```

Atomic partial charges in e from the Mulliken method, atoms 1 to 99:
1 Fe 0.32
2 C -1.02
3 O -0.18
4 C 0.75
5 C 0.52
6 C -1.73
7 C 0.33
8 C -0.69
9 C -0.59
10 C -0.55
11 C 0.69
12 C -1.52
13 C 0.03
14 C -0.14
15 C -0.43
16 C -0.07
17 C -0.22
18 C -1.78
19 C 0.02
20 C -0.65
21 C 0.03
22 C -0.69
23 C 0.01
24 C -1.70
25 C 0.62
26 C -0.72
27 C -0.55
28 C -0.14
29 C 2.00
30 C -1.76
31 C -1.27
32 C -1.64
33 C 1.59
34 O -1.32
35 C 2.11
36 C -1.45
37 C -2.07
38 C -1.71
39 C 0.91
40 O 0.27
41 C -1.30
42 C 2.15
43 C -1.66
44 C -2.01
45 C -1.49
46 C 0.53
47 O -1.50
48 C 2.25
49 C -1.55
50 C -1.67
51 C -1.88
52 H 0.27
53 H 0.29
54 H 0.29
55 H 0.60
56 H 0.66
57 H 0.35
58 H 0.45
59 H 0.13
60 H 0.83
61 H 0.49
62 H 0.19
63 H 0.24
64 H 0.91
65 H 0.35
66 H 0.31
67 H 0.53
68 H 0.77
69 H 0.35
70 H 0.08
71 H 0.20
72 H 0.36
73 H 0.39
74 H 0.25
75 H 0.46
76 H 0.22
77 H 0.34
78 H 0.34
79 H 0.42
80 H 0.21
81 H 0.32
82 H 0.46
83 H 0.39
84 H 0.42
85 H 0.38
86 H 0.27
87 H 0.36
88 H 0.46
89 H 0.24
90 H 0.41
91 H 0.24
92 H 0.39
93 H 0.42
94 H 0.32
95 H 0.39
96 H 0.30
97 H 0.45
98 H 0.27
99 H 0.42

Entry 3:
Formula: C46H60As2N3O2PSW
Source: OMol25
Level of theory: ωB97M-V/def2-TZVPD

HOMO energy (eV): -12.4
Kohn-Sham gap (Ha): 0.2681

ORCA input file:
```
! RIJCOSX wB97M-V def2-TZVPD def2/J DEFGRID3
* xyz 2 1
W 0.428 -0.318 -0.333
C 0.752 -1.022 3.103
C 0.414 0.429 3.406
As 0.538 1.451 1.724
C 0.001 3.217 2.305
C -1.149 3.829 1.823
C -1.524 5.076 2.306
C -0.757 5.703 3.273
C 0.388 5.087 3.761
C 0.773 3.846 3.279
C 2.486 1.805 1.757
C 2.954 2.736 0.834
C 4.265 3.177 0.876
C 5.137 2.673 1.835
C 4.690 1.721 2.735
C 3.367 1.288 2.698
As -0.455 -1.705 1.717
C -2.175 -1.571 2.566
C -3.349 -1.727 1.843
C -4.579 -1.726 2.484
C -4.646 -1.570 3.860
C -3.477 -1.429 4.595
C -2.247 -1.432 3.953
C -0.106 -3.604 1.819
C -0.433 -4.317 2.969
C -0.178 -5.678 3.034
C 0.390 -6.330 1.948
C 0.704 -5.620 0.800
C 0.458 -4.255 0.732
H 0.701 -1.675 3.977
H 1.757 -1.125 2.694
H -0.597 0.534 3.798
H 1.087 0.882 4.135
H -1.756 3.342 1.078
H -2.418 5.554 1.926
H -1.050 6.675 3.648
H 0.987 5.577 4.516
H 1.681 3.389 3.651
H 2.278 3.138 0.086
H 4.604 3.924 0.169
H 6.160 3.021 1.876
H 5.364 1.316 3.478
H 3.050 0.565 3.438
H -3.318 -1.887 0.776
H -5.485 -1.858 1.907
H -5.604 -1.569 4.361
H -3.520 -1.319 5.670
H -1.352 -1.323 4.551
H -0.898 -3.819 3.812
H -0.431 -6.232 3.927
H 0.580 -7.394 1.995
H 1.135 -6.148 -0.044
H 0.684 -3.682 -0.158
C -3.943 -0.466 -4.311
C -3.175 -0.844 -3.034
C -4.184 -1.225 -1.943
C -2.339 -2.109 -3.278
P -2.096 0.558 -2.465
N -1.030 0.089 -1.277
C -3.097 1.839 -1.557
C -2.263 3.109 -1.351
C -3.427 1.268 -0.146
C -4.401 2.218 -2.275
C -1.098 1.298 -3.874
C -0.609 0.229 -4.863
C 0.168 1.986 -3.330
C -1.933 2.312 -4.671
H -4.619 -1.292 -4.538
H -3.291 -0.343 -5.173
H -4.548 0.431 -4.200
H -4.784 -2.054 -2.323
H -4.865 -0.424 -1.666
H -3.660 -1.585 -1.064
H -3.028 -2.903 -3.571
H -1.838 -2.424 -2.363
H -1.601 -2.014 -4.066
H -1.309 2.886 -0.871
H -2.830 3.767 -0.689
H -2.085 3.662 -2.271
H -3.143 0.231 -0.011
H -4.493 1.355 0.058
H -2.894 1.824 0.624
H -4.242 2.574 -3.291
H -4.867 3.028 -1.713
H -5.113 1.395 -2.298
H 0.013 -0.525 -4.390
H 0.008 0.741 -5.605
H -1.419 -0.253 -5.404
H 0.792 1.295 -2.764
H -0.039 2.859 -2.717
H 0.751 2.321 -4.189
H -2.822 1.865 -5.111
H -1.312 2.673 -5.493
H -2.227 3.181 -4.087
O 2.172 -1.429 0.342
C 2.973 -0.572 -0.187
O 2.429 0.321 -0.900
C 4.416 -0.623 0.063
C 5.262 0.281 -0.575
C 6.622 0.232 -0.328
C 7.133 -0.708 0.562
C 6.286 -1.606 1.202
C 4.924 -1.569 0.950
H 4.843 1.025 -1.240
H 7.286 0.931 -0.819
H 8.196 -0.739 0.759
H 6.689 -2.332 1.895
H 4.248 -2.260 1.438
N 2.716 -3.998 -1.988
C 2.518 -2.721 -2.277
N 3.551 -1.962 -2.609
S 0.915 -2.082 -2.290
H 3.611 -4.448 -2.103
H 1.914 -4.571 -1.787
H 4.500 -2.305 -2.626
H 3.380 -1.012 -2.892
*
```

Atomic partial charges in e from the Mulliken method, atoms 1 to 99:
1 W 1.96
2 C -0.96
3 C -1.50
4 As 1.65
5 C 0.80
6 C 0.08
7 C -0.84
8 C -0.70
9 C -0.83
10 C -0.81
11 C 0.11
12 C -0.39
13 C -1.03
14 C -0.56
15 C -0.90
16 C -0.13
17 As 0.18
18 C 0.87
19 C -0.83
20 C -0.57
21 C -0.69
22 C -0.93
23 C -0.18
24 C 0.07
25 C -0.33
26 C -0.96
27 C -0.68
28 C -0.65
29 C 1.20
30 H 0.92
31 H -0.12
32 H 0.87
33 H 0.70
34 H -0.01
35 H 0.45
36 H 0.41
37 H 0.45
38 H 0.33
39 H 0.39
40 H 0.48
41 H 0.45
42 H 0.49
43 H 0.15
44 H 0.40
45 H 0.47
46 H 0.43
47 H 0.45
48 H 0.35
49 H 0.38
50 H 0.44
51 H 0.41
52 H 0.28
53 H -0.87
54 C -1.85
55 C 2.33
56 C -2.27
57 C -1.56
58 P -0.32
59 N 0.51
60 C 2.49
61 C -2.32
62 C -0.79
63 C -1.92
64 C 2.67
65 C -1.74
66 C -2.07
67 C -1.74
68 H 0.53
69 H 0.34
70 H 0.33
71 H 0.67
72 H 0.25
73 H 0.51
74 H 0.58
75 H 0.13
76 H 0.31
77 H 0.35
78 H 0.71
79 H 0.27
80 H -0.17
81 H 0.44
82 H -0.04
83 H 0.27
84 H 0.55
85 H 0.49
86 H 0.16
87 H 0.61
88 H 0.34
89 H 0.43
90 H 0.28
91 H 0.58
92 H 0.33
93 H 0.54
94 H 0.29
95 O -0.66
96 C 0.90
97 O -1.02
98 C 0.50
99 C -0.42

no.,maximum force (eV/A),molar mass (g mol⁻¹)
1,5.34,1661.8
2,2.51,731.8
3,1.54,1083.7